1.
The following is a quantum chemistry calculation of a 5-piece molecular cluster, C32H46FN6PSi overall in a non-equilibrium geometry, from the OMol25 dataset.

Each line ends with the Mulliken charge.
CARTESIAN COORDINATES (ANGSTROEM)
C: 1.33 -4.44 -1.12  -0.969
C: 0.37 -3.39 -0.43  -0.677
P: -0.59 -2.29 -1.62  -0.140
C: -1.56 -1.08 -0.55  0.018
C: -1.04 -0.93 0.94  -0.950
Si: 0.78 -1.22 -3.03  -0.623
C: 0.09 0.55 -3.21  -0.489
C: 0.23 1.19 -4.65  0.407
C: 1.49 1.09 -5.57  -0.847
N: -0.76 1.88 -5.11  -0.817
C: 2.56 -1.35 -2.34  -0.200
C: 3.32 0.00 -2.15  0.179
C: 4.37 0.06 -0.94  -1.342
N: 3.22 1.04 -2.90  -0.180
C: 0.62 -2.18 -4.71  0.592
C: 1.67 -3.33 -4.88  -1.170
F: -0.67 -2.83 -4.67  -0.372
H: 0.90 -4.84 -2.08  0.259
H: 1.41 -5.31 -0.41  0.373
H: 2.38 -4.07 -1.25  0.203
H: 1.00 -2.73 0.23  0.302
H: -0.36 -3.91 0.26  0.544
H: -2.61 -1.50 -0.48  0.379
H: -1.67 -0.05 -0.97  -0.109
H: 0.08 -0.89 1.00  0.243
H: -1.50 -1.74 1.56  0.173
H: -1.45 0.05 1.32  0.281
H: 0.50 1.21 -2.39  0.410
H: -1.02 0.49 -3.01  0.458
H: 1.10 0.94 -6.62  0.362
H: 2.12 2.01 -5.57  0.215
H: 2.14 0.20 -5.35  0.177
H: -1.52 1.91 -4.42  0.289
H: 2.55 -1.85 -1.32  0.225
H: 3.22 -2.01 -2.97  0.433
H: 5.25 0.65 -1.32  0.462
H: 4.75 -1.00 -0.83  0.353
H: 3.92 0.46 0.00  0.256
H: 3.85 1.77 -2.54  0.086
H: 0.57 -1.50 -5.60  0.459
H: 2.65 -2.98 -5.33  0.319
H: 1.30 -4.17 -5.53  0.345
H: 1.95 -3.81 -3.89  0.102
N: -3.03 2.07 0.27  -0.210
C: -4.33 1.93 -0.04  -0.050
C: -5.26 2.95 0.08  -0.699
C: -4.84 4.18 0.55  -0.149
C: -3.50 4.35 0.87  -0.553
C: -2.64 3.28 0.71  -0.222
H: -4.62 0.95 -0.39  0.399
H: -6.30 2.78 -0.18  0.364
H: -5.54 5.00 0.65  0.360
H: -3.13 5.30 1.24  0.366
H: -1.59 3.36 0.95  0.384
N: -1.97 -3.86 3.80  -0.477
C: -1.25 -3.60 4.91  -0.299
C: -1.80 -3.11 6.08  -0.419
C: -3.16 -2.87 6.12  0.144
C: -3.93 -3.13 4.99  -0.584
C: -3.29 -3.63 3.87  -0.203
H: -0.19 -3.80 4.83  0.347
H: -1.17 -2.92 6.94  0.403
H: -3.62 -2.49 7.02  0.409
H: -4.99 -2.96 4.99  0.359
H: -3.84 -3.85 2.96  0.360
N: -3.00 -0.80 8.29  -0.218
C: -2.25 0.27 8.00  -0.110
C: -2.33 1.47 8.68  -0.720
C: -3.23 1.58 9.72  -0.103
C: -4.02 0.49 10.05  -0.625
C: -3.87 -0.67 9.31  -0.044
H: -1.56 0.13 7.17  0.370
H: -1.69 2.30 8.39  0.352
H: -3.32 2.51 10.27  0.367
H: -4.74 0.54 10.85  0.350
H: -4.46 -1.56 9.53  0.351
N: 5.74 2.60 -6.00  -0.546
C: 6.48 3.68 -6.30  -0.270
C: 6.39 4.88 -5.63  -0.306
C: 5.48 4.99 -4.58  -0.532
C: 4.71 3.89 -4.25  -0.292
C: 4.88 2.72 -4.98  -0.394
H: 7.17 3.55 -7.13  0.376
H: 7.01 5.72 -5.92  0.361
H: 5.38 5.92 -4.04  0.368
H: 3.99 3.93 -3.44  0.435
H: 4.30 1.83 -4.76  0.784

Output
HOMO energy   -0.2671 Ha
SMILES string   [H]/N=C(/C)C[Si@](C/C(C)=N/[H])([C@@H](C)F)P(CC)CC.c1ccncc1.c1ccncc1.c1ccncc1.c1ccncc1
Lowest unoccupied orbital energy   0.54 eV
Kohn-Sham gap   7.811 eV

=====

2.
The following is a quantum chemistry calculation of a 8-piece molecular cluster, C32H46N6O2 overall in a non-equilibrium geometry, from the OMol25 dataset.

Each line ends with the Mulliken charge.
CARTESIAN COORDINATES (ANGSTROEM)
C: -3.94 4.30 -0.88  -0.151
C: -4.26 4.69 -2.35  -0.486
C: -5.44 5.66 -2.20  -0.486
O: -6.01 5.42 -0.92  -0.402
C: -4.92 5.15 -0.06  -0.548
H: -2.90 4.49 -0.64  0.258
H: -4.18 3.26 -0.69  0.112
H: -4.56 3.80 -2.91  0.255
H: -3.42 5.21 -2.80  0.308
H: -6.20 5.60 -2.98  0.315
H: -5.07 6.70 -2.15  0.270
H: -5.31 4.63 0.81  0.297
H: -4.45 6.11 0.23  0.279
C: 0.85 -3.46 -2.19  -0.919
C: 0.09 -3.15 -0.91  0.342
C: 1.22 -2.75 0.03  -0.769
O: 2.07 -1.96 -0.80  -0.185
C: 2.06 -2.53 -2.13  -0.400
H: 0.23 -3.30 -3.07  0.337
H: 1.15 -4.51 -2.29  0.321
H: -0.54 -3.95 -0.53  0.158
H: -0.56 -2.28 -0.99  -0.017
H: 1.77 -3.61 0.44  0.395
H: 0.97 -2.15 0.91  0.308
H: 3.02 -3.04 -2.26  0.300
H: 2.05 -1.70 -2.84  0.226
N: -1.23 -0.29 -3.84  0.221
C: -2.56 -0.35 -4.13  -0.377
C: -2.69 -0.91 -5.38  -0.642
C: -1.39 -1.22 -5.85  -0.626
C: -0.51 -0.83 -4.87  -0.544
H: -0.84 0.03 -2.97  0.307
H: -3.28 0.07 -3.45  0.407
H: -3.64 -1.09 -5.87  0.397
H: -1.18 -1.67 -6.80  0.417
H: 0.56 -0.74 -4.88  0.413
N: 2.91 0.02 4.17  0.100
C: 2.90 -0.23 2.83  -0.624
C: 3.39 -1.49 2.65  0.329
C: 3.69 -2.05 3.92  -1.426
C: 3.40 -1.07 4.84  -0.397
H: 2.61 0.87 4.61  0.182
H: 2.48 0.47 2.13  0.485
H: 3.42 -2.01 1.70  0.516
H: 3.96 -3.07 4.13  0.398
H: 3.52 -1.03 5.91  0.414
N: -2.99 -4.01 1.14  0.053
C: -2.52 -5.28 1.33  -0.607
C: -1.45 -5.23 2.17  -0.456
C: -1.24 -3.86 2.49  -0.303
C: -2.18 -3.13 1.81  -0.816
H: -3.82 -3.77 0.65  0.193
H: -3.03 -6.12 0.88  0.407
H: -0.92 -6.10 2.52  0.410
H: -0.54 -3.45 3.20  0.527
H: -2.34 -2.06 1.78  0.587
N: 6.66 0.78 -1.17  -0.014
C: 7.15 -0.37 -0.63  -0.327
C: 6.10 -1.15 -0.26  -1.236
C: 4.91 -0.43 -0.55  0.335
C: 5.30 0.76 -1.12  -0.901
H: 7.23 1.56 -1.43  0.204
H: 8.22 -0.50 -0.53  0.428
H: 6.24 -2.08 0.27  0.381
H: 3.88 -0.71 -0.42  0.765
H: 4.72 1.61 -1.45  0.420
N: 0.77 0.58 -0.44  1.015
C: -0.57 0.54 -0.22  -0.657
C: -1.16 1.46 -1.04  -1.102
C: -0.10 2.17 -1.69  -0.577
C: 1.08 1.61 -1.27  -0.701
H: 1.40 -0.12 -0.07  -0.333
H: -0.96 -0.25 0.40  0.759
H: -2.20 1.60 -1.26  0.655
H: -0.20 3.02 -2.35  0.470
H: 2.10 1.87 -1.48  0.362
N: -1.82 1.59 4.83  -0.016
C: -0.88 2.26 5.58  -0.453
C: 0.04 2.76 4.70  -0.901
C: -0.33 2.37 3.39  0.038
C: -1.50 1.67 3.50  -0.780
H: -2.52 0.95 5.15  0.224
H: -0.86 2.20 6.65  0.394
H: 0.92 3.30 5.02  0.470
H: 0.21 2.71 2.52  0.559
H: -2.06 1.20 2.71  0.460

Output
HOMO energy   -0.2980 Ha
SMILES string   c1cc[nH]c1.c1cc[nH]c1.c1cc[nH]c1.c1cc[nH]c1.c1cc[nH]c1.c1cc[nH]c1.C1CCOC1.C1CCOC1
Lowest unoccupied orbital energy   0.49 eV
Kohn-Sham gap   8.603 eV